No. 1
A structure of composition C30H30IrN5O2S3. Source: the Open Molecules 2025 dataset; level of theory: wB97M-V/def2-TZVPD.

Geometry as XYZ:
```
71
C30H30IrN5O2S3 | the Open Molecules 2025 dataset | wB97M-V/def2-TZVPD
Ir -2.12 1.20 -0.23
O -5.04 2.70 2.10
C -4.07 2.44 1.45
O -3.86 1.36 0.75
C -2.92 3.41 1.33
C -2.99 4.63 1.99
C -1.96 5.51 1.86
C -0.85 5.18 1.06
C 0.23 6.08 0.90
C 1.30 5.75 0.12
C 1.32 4.51 -0.55
C 0.29 3.62 -0.41
C -0.82 3.92 0.40
N -1.88 3.04 0.58
H -3.88 4.83 2.58
H -1.99 6.47 2.35
H 0.19 7.03 1.41
H 2.12 6.44 0.00
H 2.16 4.26 -1.18
H 0.31 2.69 -0.95
S -0.33 0.47 -1.49
C 0.80 -0.12 -0.36
N 1.99 -0.50 -0.72
C 2.81 -1.28 0.22
C 2.75 -0.63 1.57
N 1.34 -0.52 1.99
C 1.06 -0.94 3.38
C 1.17 -2.44 3.49
C 0.24 -3.26 2.84
C 0.34 -4.64 2.95
C 1.38 -5.21 3.68
C 2.30 -4.40 4.32
C 2.21 -3.02 4.21
C 0.41 -0.23 1.11
S -1.20 0.02 1.57
C 2.57 -0.30 -2.07
C 2.73 -1.62 -2.79
C 4.00 -2.12 -3.05
C 4.16 -3.33 -3.71
C 3.04 -4.05 -4.10
C 1.77 -3.56 -3.84
C 1.61 -2.35 -3.18
H 3.83 -1.32 -0.15
H 2.43 -2.30 0.28
H 3.18 0.38 1.53
H 3.29 -1.21 2.30
H 0.07 -0.59 3.66
H 1.80 -0.46 4.02
H -0.57 -2.82 2.27
H -0.39 -5.27 2.47
H 1.46 -6.28 3.76
H 3.10 -4.84 4.91
H 2.93 -2.38 4.72
H 3.54 0.18 -1.93
H 1.92 0.38 -2.62
H 4.88 -1.55 -2.75
H 5.15 -3.71 -3.92
H 3.16 -5.00 -4.61
H 0.89 -4.12 -4.14
H 0.62 -1.97 -2.97
C -6.14 -0.50 -2.28
N -5.29 0.65 -1.99
C -4.12 0.87 -2.54
N -3.63 0.04 -3.46
S -3.20 2.29 -2.08
H -7.03 -0.43 -1.67
H -5.62 -1.43 -2.05
H -6.44 -0.49 -3.33
H -5.58 1.31 -1.28
H -4.16 -0.75 -3.80
H -2.77 0.28 -3.92
```

Values from the calculation:
* HOMO: -14.02 eV
* net charge: +2
* LUMO level: -7.5 eV
* HOMO-LUMO gap: 6.5 eV

No. 2
A structure of composition C30H30N9OPt. Source: the Open Molecules 2025 dataset; level of theory: wB97M-V/def2-TZVPD.

Geometry as XYZ:
```
71
C30H30N9OPt | the Open Molecules 2025 dataset | wB97M-V/def2-TZVPD
Pt 1.67 0.09 0.11
C -3.11 -0.48 2.92
C -2.87 -0.90 1.62
C -1.57 -1.07 1.17
C -0.50 -0.83 2.03
C -0.75 -0.42 3.34
C -2.05 -0.24 3.78
N 0.81 -0.99 1.56
C 1.73 -1.70 2.30
C 1.43 -2.56 3.37
C 2.44 -3.25 4.00
C 3.77 -3.12 3.59
C 4.10 -2.27 2.54
C 3.10 -1.57 1.90
N 3.27 -0.68 0.87
N 4.43 -0.44 0.30
C 4.33 0.45 -0.70
C 5.48 0.84 -1.41
C 5.38 1.80 -2.38
C 4.13 2.39 -2.64
C 3.03 1.95 -1.95
N 3.09 0.99 -1.02
H -4.13 -0.36 3.26
H -3.69 -1.12 0.95
H -1.37 -1.45 0.18
H 0.09 -0.21 4.00
H -2.24 0.09 4.79
H 0.40 -2.71 3.67
H 2.20 -3.91 4.83
H 4.55 -3.67 4.09
H 5.12 -2.15 2.20
H 6.41 0.35 -1.17
H 6.25 2.11 -2.94
H 4.03 3.17 -3.38
H 2.05 2.37 -2.13
C 0.18 -0.81 -2.80
C -0.45 0.30 -2.04
N 0.01 0.82 -0.91
C -0.85 1.83 -0.54
C -1.84 1.92 -1.46
N -1.58 0.95 -2.41
C -2.40 0.69 -3.59
N -2.98 -0.61 -3.63
N -2.44 -1.58 -4.41
N -3.06 -2.67 -4.23
C -4.06 -2.47 -3.30
C -5.00 -3.35 -2.76
C -5.90 -2.83 -1.86
C -5.87 -1.48 -1.49
C -4.94 -0.60 -2.00
C -4.02 -1.13 -2.91
H 1.17 -0.99 -2.39
H 0.27 -0.57 -3.86
H -0.39 -1.73 -2.73
H -0.67 2.41 0.35
H -2.68 2.59 -1.53
H -1.77 0.77 -4.48
H -3.17 1.45 -3.63
H -5.01 -4.39 -3.06
H -6.64 -3.48 -1.42
H -6.62 -1.12 -0.79
H -4.92 0.44 -1.70
C 1.79 4.80 2.48
C 1.16 3.42 2.55
O 1.83 2.46 1.73
H 1.21 5.51 3.08
H 1.80 5.16 1.45
H 2.81 4.78 2.86
H 0.13 3.46 2.19
H 1.14 3.07 3.59
H 2.76 2.47 1.97
```

Values from the calculation:
* spin multiplicity: 3
* HOMO (spin up / spin down): -9.33 / -11.14 eV
* net charge: +1
* <S²>: 2.03
* ΔE to the lowest compared entry with this formula, charge and spin: 0.0 kcal/mol
* LUMO level (spin up / spin down): -1.9 / -4.8 eV
* HOMO-LUMO gap (spin up / spin down): 7.5 / 6.3 eV

No. 3
A cluster of 3 separate species, C30H31BF2O2S in total at a distorted geometry. Source: the Open Molecules 2025 dataset; level of theory: wB97M-V/def2-TZVPD.

Geometry as XYZ:
```
67
C30H31BF2O2S | the Open Molecules 2025 dataset | wB97M-V/def2-TZVPD
F -5.28 0.14 2.62
C -3.96 -0.05 2.93
C -3.33 -1.17 2.39
C -2.01 -1.39 2.73
C -1.32 -0.53 3.63
C -0.08 -1.05 4.21
C 0.94 -1.69 3.35
C 2.08 -2.25 3.98
C 2.87 -3.21 3.36
C 2.57 -3.56 2.05
F 3.25 -4.60 1.47
C 1.60 -2.89 1.30
C 0.86 -1.90 1.94
C -1.98 0.65 4.07
C -3.31 0.88 3.75
H -3.85 -1.87 1.74
H -1.48 -2.27 2.37
H 0.27 -0.58 5.21
H 2.31 -1.90 4.98
H 3.69 -3.68 3.89
H 1.44 -3.15 0.26
H 0.17 -1.29 1.35
H -1.46 1.34 4.74
H -3.85 1.74 4.13
C 0.44 -0.79 8.49
C -0.38 -1.52 7.50
C -1.69 -1.26 7.12
C -2.15 -2.11 6.11
C -1.14 -2.90 5.58
B 0.97 0.96 3.21
C -1.34 -4.02 4.64
C -0.25 -4.81 4.23
C -0.33 -5.56 3.08
C -1.55 -5.66 2.38
C -2.69 -5.00 2.88
C -2.59 -4.21 4.01
O 0.37 1.74 2.31
C 0.95 3.07 2.58
C 1.10 3.66 1.21
C -0.10 3.82 3.39
C 2.26 2.74 3.38
C 3.48 2.50 2.49
C 2.62 3.64 4.52
O 1.96 1.44 4.00
S 0.25 -2.88 6.63
H -0.19 0.00 8.94
H 0.75 -1.47 9.29
H 1.33 -0.35 8.02
H -2.29 -0.49 7.62
H -3.18 -2.09 5.72
H 0.67 -4.79 4.83
H 0.55 -6.10 2.71
H -1.62 -6.26 1.48
H -3.66 -5.13 2.39
H -3.46 -3.68 4.41
H 1.51 4.66 1.32
H 1.76 3.05 0.58
H 0.11 3.70 0.74
H 0.20 4.87 3.46
H -1.07 3.75 2.89
H -0.22 3.42 4.41
H 3.79 3.47 2.09
H 4.30 2.08 3.09
H 3.29 1.81 1.65
H 2.85 4.63 4.11
H 1.80 3.73 5.24
H 3.50 3.24 5.03
```

Values from the calculation:
* HOMO: -6.28 eV
* ΔE to the lowest compared entry with this formula, charge and spin: 84.4 kcal/mol
* LUMO level: 0.0 eV
* HOMO-LUMO gap: 6.3 eV

No. 4
A structure of composition C30H31BN6O7Tc. Source: the Open Molecules 2025 dataset; level of theory: wB97M-V/def2-TZVPD.

Geometry as XYZ:
```
76
C30H31BN6O7Tc | the Open Molecules 2025 dataset | wB97M-V/def2-TZVPD
Tc -0.42 -0.11 -0.49
O 1.71 0.34 0.02
C 2.08 1.21 1.06
C 3.37 1.08 1.55
C 3.83 1.90 2.57
C 2.98 2.86 3.10
C 1.69 2.96 2.62
C 1.19 2.14 1.59
C -0.21 2.37 1.24
N -0.92 1.61 0.49
N -2.25 2.00 0.33
C -2.91 1.09 -0.35
O -2.41 -0.01 -0.81
C -4.36 1.32 -0.61
C -5.06 2.32 0.06
C -6.40 2.51 -0.20
C -7.05 1.72 -1.14
C -6.35 0.74 -1.82
C -5.00 0.53 -1.55
H 4.02 0.33 1.12
H 4.84 1.79 2.93
H 3.31 3.51 3.89
H 1.02 3.70 3.04
H -0.70 3.24 1.67
H -4.54 2.93 0.79
H -6.95 3.29 0.32
H -8.10 1.88 -1.35
H -6.85 0.13 -2.56
H -4.43 -0.22 -2.08
N -1.71 -3.05 -0.10
C -1.37 -2.48 1.12
C -1.73 -3.21 2.27
C -1.41 -2.72 3.50
C -0.73 -1.51 3.59
C -0.43 -0.84 2.43
N -0.76 -1.30 1.20
C -1.27 -2.86 -1.41
C -1.75 -3.76 -2.36
C -1.31 -3.66 -3.66
C -0.40 -2.67 -3.98
C 0.00 -1.80 -2.99
N -0.43 -1.87 -1.72
H -2.32 -3.84 0.00
H -2.24 -4.16 2.15
H -1.68 -3.28 4.39
H -0.44 -1.08 4.54
H 0.07 0.11 2.45
H -2.46 -4.53 -2.06
H -1.68 -4.35 -4.41
H -0.02 -2.54 -4.99
H 0.69 -1.00 -3.19
C 3.13 1.69 -3.77
C 3.95 0.90 -2.75
C 5.41 1.30 -2.81
O 3.43 1.26 -1.44
B 2.55 0.28 -1.11
O 2.56 -0.82 -1.92
C 3.70 -0.64 -2.80
C 4.83 -1.46 -2.20
C 3.34 -1.17 -4.17
H 3.19 2.74 -3.52
H 2.08 1.42 -3.74
H 3.52 1.54 -4.77
H 5.49 2.39 -2.82
H 5.87 0.93 -3.73
H 5.97 0.92 -1.96
H 5.11 -1.08 -1.21
H 5.72 -1.45 -2.83
H 4.50 -2.49 -2.08
H 2.44 -0.70 -4.56
H 3.17 -2.25 -4.12
H 4.16 -0.99 -4.87
O 0.20 1.91 -4.14
N -0.37 1.23 -3.30
O -1.41 0.63 -3.49
O 0.20 1.13 -2.14
```

Values from the calculation:
* spin multiplicity: 2
* HOMO (spin up / spin down): -6.78 / -6.41 eV
* <S²>: 0.76
* ΔE to the lowest compared entry with this formula, charge and spin: 0.0 kcal/mol
* LUMO level (spin up / spin down): 0.3 / 0.0 eV
* HOMO-LUMO gap (spin up / spin down): 7.1 / 6.4 eV

No. 5
A structure of composition C30H31N5O2PRuS. Source: the Open Molecules 2025 dataset; level of theory: wB97M-V/def2-TZVPD.

Geometry as XYZ:
```
71
C30H31N5O2PRuS | the Open Molecules 2025 dataset | wB97M-V/def2-TZVPD
Ru -0.66 -0.63 -0.31
N 0.48 -4.30 1.86
C 0.24 -3.29 0.99
S 0.63 -1.68 1.50
N -0.18 -3.60 -0.21
N -0.35 -2.50 -1.00
C -0.34 -2.69 -2.29
C -0.70 -1.56 -3.11
C -0.77 -1.62 -4.50
C -1.25 -0.54 -5.20
C -1.68 0.59 -4.49
C -1.57 0.59 -3.12
N -1.05 -0.43 -2.43
H 0.51 -4.08 2.84
H 0.15 -5.22 1.60
H -0.18 -3.67 -2.70
H -0.47 -2.53 -5.00
H -1.31 -0.57 -6.28
H -2.10 1.44 -4.99
H -1.94 1.42 -2.53
O -1.44 3.47 -0.62
C -0.90 2.37 -0.60
O -1.45 1.30 -0.12
C 0.49 2.23 -1.28
P 1.29 0.70 -0.72
C 2.47 1.36 0.51
C 3.35 2.34 0.05
C 4.29 2.91 0.89
C 4.36 2.51 2.22
C 3.49 1.54 2.69
C 2.55 0.97 1.84
C 2.38 0.05 -2.02
C 2.23 0.37 -3.37
C 3.01 -0.26 -4.32
C 3.94 -1.21 -3.95
C 4.09 -1.54 -2.61
C 3.31 -0.91 -1.65
H 1.07 3.13 -1.06
H 0.32 2.21 -2.35
H 3.32 2.65 -0.99
H 4.97 3.66 0.51
H 5.09 2.96 2.88
H 3.53 1.23 3.72
H 1.87 0.23 2.24
H 1.50 1.11 -3.68
H 2.89 0.00 -5.37
H 4.55 -1.70 -4.70
H 4.82 -2.29 -2.30
H 3.43 -1.18 -0.60
C -2.03 1.43 5.11
N -1.96 1.67 3.69
C -2.91 2.60 3.15
C -1.43 0.67 2.80
C -2.40 -0.38 2.26
C -3.56 -0.67 2.97
C -4.46 -1.63 2.54
C -4.20 -2.33 1.38
C -3.05 -2.05 0.65
C -2.15 -1.07 1.07
H -1.81 2.35 5.66
H -1.30 0.68 5.39
H -3.02 1.08 5.46
H -2.83 3.57 3.65
H -3.96 2.26 3.25
H -2.72 2.75 2.09
H -0.61 0.15 3.32
H -0.98 1.18 1.95
H -3.76 -0.12 3.88
H -5.36 -1.83 3.11
H -4.90 -3.08 1.02
H -2.87 -2.61 -0.26
```

Values from the calculation:
* spin multiplicity: 2
* HOMO (spin up / spin down): -7.12 / -7.23 eV
* <S²>: 0.76
* ΔE to the lowest compared entry with this formula, charge and spin: 12.6 kcal/mol
* LUMO level (spin up / spin down): -0.7 / -1.2 eV
* HOMO-LUMO gap (spin up / spin down): 6.4 / 6.1 eV

No. 6
A structure of composition C30H32AsMoN3O9S at a distorted geometry. Source: the Open Molecules 2025 dataset; level of theory: wB97M-V/def2-TZVPD.

Geometry as XYZ:
```
77
C30H32AsMoN3O9S | the Open Molecules 2025 dataset | wB97M-V/def2-TZVPD
Mo -0.04 -0.21 0.73
O 0.14 2.17 3.08
As 1.16 0.80 2.69
O 1.43 -0.04 4.05
O -0.87 -1.33 1.58
C 2.81 1.61 2.02
C 3.55 2.23 3.03
C 4.75 2.84 2.73
C 5.22 2.86 1.42
C 4.48 2.25 0.41
C 3.28 1.62 0.71
S 1.24 1.53 -0.94
O 0.55 2.01 0.30
O 2.64 0.95 -0.34
O 0.43 0.22 -1.18
H -0.17 2.09 4.00
H 3.19 2.19 4.04
H 5.33 3.30 3.51
H 6.16 3.33 1.18
H 4.83 2.25 -0.61
C 4.40 0.08 -3.35
O 3.22 -0.73 -3.29
C 2.89 -1.46 -4.38
C 3.47 -1.31 -5.64
C 3.05 -2.05 -6.73
C 2.02 -2.97 -6.59
C 1.44 -3.14 -5.36
C 1.87 -2.42 -4.24
N 1.14 -2.67 -3.04
C 1.42 -2.52 -1.78
C 2.67 -2.32 -1.14
C 3.88 -2.77 -1.70
C 5.03 -2.80 -0.96
C 5.01 -2.37 0.37
C 3.85 -1.89 0.94
C 2.68 -1.82 0.19
O 1.61 -1.25 0.77
H 4.57 0.43 -2.33
H 4.27 0.93 -4.02
H 5.26 -0.51 -3.66
H 4.25 -0.58 -5.79
H 3.53 -1.90 -7.69
H 1.67 -3.55 -7.44
H 0.63 -3.86 -5.23
H 0.21 -3.00 -3.23
H 0.57 -2.69 -1.12
H 3.88 -3.15 -2.71
H 5.95 -3.19 -1.38
H 5.91 -2.42 0.96
H 3.82 -1.53 1.96
C -7.78 1.42 1.34
C -6.70 0.44 1.80
N -5.93 0.94 2.94
C -6.57 0.85 4.26
C -6.55 -0.58 4.82
C -4.66 1.38 2.88
O -4.01 1.77 3.84
C -3.94 1.39 1.55
C -4.33 2.10 0.42
C -3.47 2.15 -0.67
C -2.26 1.51 -0.60
N -1.86 0.83 0.50
C -2.71 0.78 1.55
H -8.23 1.06 0.42
H -7.36 2.41 1.16
H -8.56 1.52 2.08
H -6.02 0.22 0.98
H -7.17 -0.50 2.09
H -7.59 1.20 4.18
H -6.02 1.50 4.93
H -7.19 -1.25 4.25
H -6.91 -0.56 5.85
H -5.53 -0.97 4.82
H -5.28 2.63 0.40
H -3.73 2.70 -1.56
H -1.58 1.53 -1.44
H -2.37 0.28 2.44
```

Values from the calculation:
* HOMO: -13.64 eV
* net charge: +2
* ΔE to the lowest compared entry with this formula, charge and spin: 56.9 kcal/mol
* LUMO level: -8.6 eV
* HOMO-LUMO gap: 5.1 eV